Record 1
ORCA calculation (the ωB97M-V functional and the def2-TZVPD basis) on C31H36ClF3FeNPSSe2Si as an isolated structure.

```
! wB97M-V def2-TZVPD RIJCOSX def2/J DEFGRID3
* xyz 0 1
Fe -0.231 0.009 0.385
C 1.789 2.496 6.017
Si 1.154 3.368 4.482
C -0.684 3.637 4.641
C 1.993 5.043 4.336
C 1.728 2.354 2.999
C 3.100 2.234 2.829
C 3.641 1.454 1.813
C 2.767 0.840 0.947
N 1.444 0.979 1.030
C 0.909 1.667 2.078
S -0.802 1.451 2.119
H 1.536 3.057 6.919
H 2.874 2.375 5.989
H 1.344 1.502 6.100
H -0.869 4.249 5.527
H -1.223 2.695 4.743
H -1.095 4.155 3.773
H 1.741 5.677 5.189
H 1.667 5.557 3.428
H 3.080 4.955 4.296
H 3.773 2.733 3.518
H 4.708 1.327 1.697
H 3.134 0.203 0.151
C 0.301 3.108 -1.562
Se -1.203 1.905 -1.321
C -2.300 3.244 -0.406
C -3.804 3.023 -0.430
Se -4.518 1.595 0.695
C -4.841 0.296 -0.709
H 0.702 3.378 -0.587
H -0.020 3.994 -2.104
H 1.060 2.582 -2.134
H -2.078 4.174 -0.933
H -1.918 3.304 0.612
H -4.170 2.848 -1.442
H -4.273 3.940 -0.069
H -5.572 0.681 -1.418
H -5.235 -0.593 -0.219
H -3.905 0.019 -1.177
Cl 2.743 0.425 -2.362
C 2.299 -0.876 -3.420
C 3.058 -1.043 -4.571
C 2.746 -2.058 -5.455
C 1.675 -2.899 -5.187
C 0.925 -2.715 -4.039
C 1.218 -1.701 -3.120
P 0.185 -1.488 -1.597
C 0.717 -2.908 -0.576
C -0.004 -3.030 0.654
C 0.317 -4.102 1.521
C 1.392 -4.931 1.271
C 2.124 -4.716 0.110
C 1.791 -3.727 -0.826
C -1.392 -2.131 -2.281
C -2.112 -1.259 -3.095
C -3.294 -1.669 -3.693
C -3.774 -2.953 -3.482
C -3.055 -3.829 -2.683
C -1.866 -3.423 -2.093
H 3.883 -0.370 -4.760
H 3.335 -2.187 -6.354
H 1.417 -3.693 -5.875
H 0.086 -3.368 -3.852
H -1.078 -2.812 0.551
H -0.248 -4.187 2.440
H 1.676 -5.712 1.961
H 2.988 -5.342 -0.085
H 2.374 -3.616 -1.731
H -1.760 -0.247 -3.252
H -3.847 -0.975 -4.313
H -4.703 -3.269 -3.939
H -3.417 -4.836 -2.518
H -1.314 -4.136 -1.492
F -1.891 -0.945 0.042
C 0.227 -1.486 1.575
F 1.464 -1.598 2.114
F -0.593 -1.705 2.615
*
```

Computed properties:
Energy in hartree: -9112.996200
Relative energy (zero: lowest compared OMol25 entry of this formula, charge and spin) in kJ/mol: 268.1
HOMO-LUMO gap (spin up / spin down) in eV: 5.408 / 5.407
LUMO level (spin up / spin down) in eV: -1.5 / -1.5


Record 2
ORCA calculation (the ωB97M-V functional and the def2-TZVPD basis) on C31H36HgN3O13 as an isolated structure.

```
! wB97M-V def2-TZVPD RIJCOSX def2/J DEFGRID3
* xyz 1 1
Hg -21.136 31.023 6.648
C -17.628 29.275 10.718
O -18.546 29.877 9.829
H -17.836 28.242 10.994
H -16.679 29.080 10.219
H -17.334 29.953 11.519
C -11.835 30.337 15.938
C -12.043 28.991 16.002
C -12.315 28.229 14.877
C -12.192 28.880 13.623
C -11.971 30.269 13.565
C -11.735 30.967 14.727
N -12.305 28.190 12.343
O -11.877 28.778 11.309
O -12.497 26.949 12.393
H -11.677 30.799 16.901
H -11.973 28.550 16.986
H -12.500 27.170 14.978
H -11.784 30.811 12.650
H -11.493 32.020 14.717
C -22.520 23.793 11.229
C -22.469 24.300 9.945
C -23.547 24.114 9.046
C -24.646 23.391 9.455
C -24.618 22.713 10.689
C -23.631 22.996 11.604
N -25.788 23.126 8.512
O -25.631 23.558 7.298
O -26.728 22.495 8.927
H -21.670 24.063 11.839
H -21.577 24.861 9.709
H -23.384 24.677 8.139
H -25.452 22.107 11.012
H -23.688 22.384 12.492
C -20.097 36.244 13.164
C -19.558 37.497 13.518
C -18.396 38.038 13.003
C -17.647 37.194 12.192
C -18.157 35.947 11.815
C -19.422 35.509 12.254
N -16.340 37.596 11.705
O -15.657 36.750 11.167
O -15.910 38.753 11.781
H -20.965 35.844 13.667
H -20.093 38.207 14.132
H -18.110 39.031 13.317
H -17.510 35.428 11.124
H -19.807 34.564 11.900
O -16.778 32.092 5.451
C -15.643 32.468 5.711
O -14.660 31.536 5.880
C -13.495 32.113 6.500
C -13.575 33.616 6.193
C -15.078 33.912 5.996
H -12.551 31.658 6.203
H -13.560 31.862 7.559
H -12.943 33.952 5.371
H -13.254 34.188 7.064
H -15.324 34.725 5.313
H -15.519 34.133 6.969
O -19.374 27.068 5.420
C -18.648 26.121 5.623
O -19.124 24.865 5.552
C -18.143 23.923 5.767
C -16.840 24.670 6.298
C -17.106 26.092 5.866
H -17.866 23.481 4.810
H -18.394 23.050 6.370
H -15.922 24.370 5.795
H -16.839 24.516 7.377
H -16.559 26.322 4.952
H -16.726 26.749 6.649
O -25.955 28.907 15.396
C -24.846 29.020 14.836
O -24.796 29.349 13.528
C -23.482 29.456 13.042
C -22.697 29.727 14.357
C -23.428 28.992 15.435
H -23.278 30.306 12.392
H -23.321 28.536 12.480
H -22.765 30.808 14.480
H -21.657 29.430 14.216
H -23.277 29.422 16.425
H -23.201 27.927 15.483
*
```

Computed properties:
Energy in hartree: -2497.822603
HOMO-LUMO gap in eV: 1.873
LUMO level in eV: -9.9


Record 3
ORCA calculation (the ωB97M-V functional and the def2-TZVPD basis) on C31H36N4SY as an isolated structure.

```
! wB97M-V def2-TZVPD RIJCOSX def2/J DEFGRID3
* xyz -1 1
Y -0.249 0.124 0.691
N -1.190 -1.880 2.845
N -0.233 -2.008 -0.567
C 1.290 1.836 0.199
C 2.160 0.681 0.521
C 1.965 0.306 1.874
C 2.552 -0.845 2.632
H 3.077 -1.511 1.964
H 1.832 -1.446 3.198
H 3.241 -0.404 3.347
C 0.885 1.227 2.470
C 0.279 1.086 3.827
H 0.819 1.688 4.488
H 0.324 0.044 4.185
H -0.823 1.378 3.795
C 0.478 2.147 1.396
C -0.552 3.203 1.517
H -1.359 2.926 2.200
H -0.988 3.459 0.550
H -0.036 4.077 1.916
C 3.139 0.047 -0.410
H 4.117 0.035 0.077
H 3.215 0.630 -1.325
H 2.880 -0.988 -0.679
C 1.250 2.585 -1.082
H 0.228 2.777 -1.441
H 1.781 2.057 -1.874
H 1.741 3.549 -0.913
C -2.080 -2.340 3.758
H -2.307 -1.678 4.613
C -2.706 -3.548 3.598
H -3.429 -3.868 4.349
C -2.390 -4.324 2.489
H -2.872 -5.292 2.336
C -1.469 -3.865 1.569
H -1.205 -4.428 0.683
C -0.865 -2.652 1.735
C 0.097 -2.193 0.827
H 1.155 -2.327 1.000
C -0.203 -0.784 -1.174
C -0.480 -2.929 -1.645
H -0.560 -3.991 -1.488
C -0.584 -2.194 -2.764
H -0.768 -2.424 -3.774
N -0.416 -0.853 -2.480
C -0.353 0.306 -3.283
C 0.862 0.600 -3.909
C 0.909 1.726 -4.759
H 1.852 1.978 -5.253
C -0.218 2.527 -4.972
C -0.161 3.720 -5.902
H -0.200 4.669 -5.346
H -1.010 3.719 -6.597
H 0.758 3.717 -6.499
C -1.410 2.198 -4.314
H -2.300 2.815 -4.463
C -1.496 1.085 -3.456
C -2.781 0.773 -2.738
H -3.214 -0.189 -3.050
H -3.534 1.557 -2.921
H -2.625 0.711 -1.650
C 2.100 -0.230 -3.693
H 2.250 -0.971 -4.494
H 2.058 -0.788 -2.749
H 3.004 0.405 -3.674
S -1.740 0.108 5.204
C -0.373 -1.276 5.486
C 0.298 -1.804 4.581
N -0.033 -0.856 2.729
C -1.742 0.054 3.177
H -0.307 -1.633 6.592
H 1.018 -2.660 4.518
H -2.352 0.646 2.400
*
```

Computed properties:
Energy in hartree: -1857.655641
Relative energy (zero: lowest compared OMol25 entry of this formula, charge and spin) in kJ/mol: 1757.7
HOMO-LUMO gap (spin up / spin down) in eV: 2.864 / 2.462
LUMO level (spin up / spin down) in eV: 2.1 / 2.1


Record 4
ORCA calculation (the ωB97M-V functional and the def2-TZVPD basis) on C31H36N5O5PdS2Si2 as an isolated structure.

```
! wB97M-V def2-TZVPD RIJCOSX def2/J DEFGRID3
* xyz 1 5
Pd 0.020 -0.114 0.135
O -0.949 5.837 0.696
C 0.170 5.750 -0.014
O 1.022 6.601 0.009
C 0.357 4.507 -0.806
C 1.302 4.365 -1.794
N 1.231 3.087 -2.208
N 0.318 2.372 -1.538
C -0.228 3.226 -0.688
C -1.290 2.775 0.264
O -2.054 3.640 0.711
O -1.279 1.566 0.657
H -1.488 5.010 0.613
H 1.983 5.086 -2.210
H 1.760 2.643 -2.941
C -0.805 -0.810 -2.549
Si -2.239 -1.118 -1.371
C -3.116 -2.638 -2.055
C -3.420 0.317 -1.452
C -1.859 -1.744 0.390
C -0.868 -2.824 0.381
C -1.128 -4.168 0.657
C -0.099 -5.086 0.558
C 1.173 -4.657 0.203
C 1.369 -3.310 -0.031
N 0.379 -2.426 0.052
Si -3.053 -1.686 1.860
C -2.064 -2.103 3.403
C -3.899 -0.030 2.047
C -4.390 -2.988 1.642
H -1.294 -0.706 -3.522
H -0.114 -1.652 -2.596
H -0.235 0.106 -2.382
H -3.320 -2.491 -3.119
H -4.069 -2.802 -1.551
H -2.513 -3.541 -1.947
H -3.978 0.235 -2.388
H -2.913 1.281 -1.447
H -4.138 0.314 -0.633
H -2.129 -4.478 0.915
H -0.284 -6.132 0.762
H 1.998 -5.349 0.114
H 2.343 -2.912 -0.287
H -1.853 -1.204 3.983
H -1.107 -2.578 3.181
H -2.631 -2.786 4.038
H -3.383 0.776 1.528
H -3.934 0.222 3.110
H -4.930 -0.072 1.690
H -4.057 -3.998 1.883
H -4.818 -2.997 0.639
H -5.193 -2.737 2.340
C 9.889 3.664 0.517
C 9.054 2.622 1.190
O 8.492 2.716 2.228
S 9.012 1.022 0.194
C 7.297 0.741 0.078
C 6.385 1.049 1.110
C 5.053 0.803 0.931
C 4.581 0.222 -0.284
C 5.517 -0.126 -1.297
C 6.845 0.124 -1.113
C 3.226 0.014 -0.432
C 1.988 -0.093 -0.480
H 9.888 4.575 1.109
H 9.504 3.849 -0.486
H 10.909 3.290 0.405
H 6.744 1.463 2.039
H 4.328 1.033 1.702
H 5.162 -0.582 -2.211
H 7.563 -0.129 -1.881
S 0.816 0.068 2.502
C 1.050 1.763 2.646
N -0.034 2.526 2.960
C 0.015 3.854 3.132
C 1.222 4.484 3.008
C 2.307 3.673 2.676
N 2.236 2.361 2.498
H -0.930 2.045 2.953
H -0.918 4.357 3.339
H 1.314 5.552 3.121
H 3.288 4.113 2.538
*
```

Computed properties:
Energy in hartree: -3355.830866
Relative energy (zero: lowest compared OMol25 entry of this formula, charge and spin) in kJ/mol: 74.4
Expectation value of S²: 6.058
HOMO-LUMO gap (spin up / spin down) in eV: 7.371 / 5.343
LUMO level (spin up / spin down) in eV: -3.0 / -6.0


Record 5
ORCA calculation (the ωB97M-V functional and the def2-TZVPD basis) on C31H37CaF5N3OSTe as an isolated structure.

```
! wB97M-V def2-TZVPD RIJCOSX def2/J DEFGRID3
* xyz -1 1
Ca -0.053 0.511 -0.891
C 3.328 -2.847 2.968
C 1.936 -3.107 2.385
C 1.555 -4.581 2.537
C 0.906 -2.183 3.019
C 0.755 -2.230 4.402
C -0.059 -1.336 5.074
C -0.715 -0.354 4.351
C -0.609 -0.278 2.970
C -1.320 0.860 2.256
C -0.686 2.207 2.611
C -2.825 0.859 2.512
C 0.171 -1.229 2.287
N 0.272 -1.171 0.881
C 0.069 -2.258 0.206
C 0.258 -2.407 -1.194
C 0.011 -3.557 -1.954
C 0.330 -3.230 -3.270
C 0.769 -1.893 -3.245
N 0.728 -1.397 -2.005
C 1.270 -1.026 -4.376
C 0.724 0.399 -4.215
C 0.823 -1.591 -5.723
C 2.804 -0.973 -4.324
H 4.071 -3.456 2.450
H 3.367 -3.099 4.031
H 3.606 -1.799 2.856
H 2.001 -2.883 1.321
H 1.499 -4.864 3.591
H 2.300 -5.219 2.057
H 0.583 -4.793 2.087
H 1.309 -2.971 4.966
H -0.161 -1.388 6.150
H -1.325 0.374 4.874
H -1.187 0.708 1.186
H -0.809 2.423 3.675
H -1.163 3.013 2.045
H 0.383 2.206 2.390
H -3.037 0.969 3.578
H -3.276 -0.070 2.161
H -3.305 1.687 1.987
H -0.294 -3.157 0.715
H -0.361 -4.499 -1.579
H 0.255 -3.871 -4.134
H -0.360 0.398 -4.081
H 0.974 1.008 -5.088
H 1.196 0.886 -3.354
H -0.266 -1.636 -5.788
H 1.216 -2.598 -5.873
H 1.193 -0.963 -6.538
H 3.139 -0.595 -3.357
H 3.196 -0.320 -5.109
H 3.225 -1.971 -4.462
C 0.519 3.897 -1.325
C -0.931 3.795 -0.948
C -1.634 4.959 -0.561
C -2.945 4.854 -0.216
C -3.600 3.605 -0.287
C -4.970 3.474 0.034
C -5.563 2.250 -0.096
C -4.828 1.139 -0.535
C -3.477 1.197 -0.839
S -2.642 -0.240 -1.365
C -2.842 2.484 -0.704
N -1.506 2.611 -0.989
H 0.819 4.938 -1.439
H 0.709 3.381 -2.268
H 1.164 3.434 -0.577
H -1.116 5.908 -0.535
H -3.510 5.724 0.101
H -5.522 4.346 0.363
H -6.614 2.127 0.139
H -5.319 0.180 -0.636
F 2.776 0.539 2.016
Te 3.543 0.766 0.331
F 4.564 0.908 -1.224
F 3.251 -1.029 -0.012
F 4.093 2.484 0.837
F 5.121 0.188 1.137
O 2.048 1.371 -0.427
*
```

Computed properties:
Energy in hartree: -3286.459748
Relative energy (zero: lowest compared OMol25 entry of this formula, charge and spin) in kJ/mol: 0.0
HOMO-LUMO gap in eV: 6.932
LUMO level in eV: 2.3


Record 6
ORCA calculation (the ωB97M-V functional and the def2-TZVPD basis) on C31H37IN4O3STi as an isolated structure.

```
! wB97M-V def2-TZVPD RIJCOSX def2/J DEFGRID3
* xyz -2 3
Ti 0.053 0.002 -0.406
C 0.807 4.237 -1.779
C -0.163 3.524 -2.673
N -0.667 4.192 -3.718
C -1.540 3.530 -4.487
C -1.933 2.224 -4.298
C -2.912 1.588 -5.233
O -4.183 1.302 -4.633
C -1.391 1.486 -3.205
C -1.693 0.115 -2.990
N -1.072 -0.560 -2.027
C -1.136 -1.924 -1.749
C -1.789 -2.942 -2.440
C -1.623 -4.239 -1.954
C -0.831 -4.483 -0.837
C -0.196 -3.428 -0.168
C -0.355 -2.127 -0.608
I 2.577 -0.530 -1.803
C -0.502 2.207 -2.368
O 0.026 1.672 -1.258
H 0.942 5.257 -2.137
H 1.766 3.716 -1.755
H 0.450 4.252 -0.746
H -1.962 4.082 -5.325
H -2.498 0.658 -5.646
H -3.113 2.265 -6.067
H -3.999 1.034 -3.724
H -2.359 -0.414 -3.671
H -2.385 -2.747 -3.325
H -2.108 -5.068 -2.461
H -0.708 -5.503 -0.483
H 0.411 -3.648 0.707
C -2.981 -3.687 4.056
C -2.794 -2.249 4.531
N -1.442 -1.744 4.407
C -0.523 -2.038 5.493
C 0.419 -3.208 5.229
C -0.917 -1.142 3.251
S -2.053 -1.190 1.900
N 0.317 -0.764 3.372
C 1.175 -0.239 2.494
O 0.865 0.084 1.253
C 2.526 0.028 2.927
C 3.482 0.545 2.033
C 4.772 0.802 2.460
C 5.159 0.560 3.775
C 4.221 0.042 4.667
C 2.929 -0.223 4.255
H -4.028 -3.987 4.158
H -2.373 -4.382 4.636
H -2.702 -3.784 3.008
H -3.065 -2.177 5.591
H -3.466 -1.594 3.980
H -1.138 -2.237 6.375
H 0.071 -1.146 5.699
H -0.121 -4.151 5.130
H 1.136 -3.308 6.047
H 0.980 -3.031 4.312
H 3.206 0.708 1.000
H 5.489 1.189 1.745
H 6.173 0.763 4.099
H 4.501 -0.161 5.696
H 2.204 -0.629 4.947
C -1.330 2.158 2.340
C -2.357 1.557 1.380
C -3.685 1.392 2.132
C -2.601 2.558 0.247
C -1.864 0.222 0.762
H -1.158 1.514 3.205
H -0.370 2.312 1.845
H -1.688 3.126 2.709
H -4.080 2.375 2.407
H -3.566 0.805 3.043
H -4.428 0.889 1.507
H -3.104 3.449 0.637
H -3.235 2.128 -0.535
H -1.669 2.863 -0.216
H -2.628 -0.094 0.033
*
```

Computed properties:
Energy in hartree: -3193.706268
Relative energy (zero: lowest compared OMol25 entry of this formula, charge and spin) in kJ/mol: 27.8
Expectation value of S²: 2.053
HOMO-LUMO gap (spin up / spin down) in eV: 4.512 / 6.509
LUMO level (spin up / spin down) in eV: 4.4 / 4.4